No. 1
# C5H8N2

An isolated molecule of C5H8N2 in a non-equilibrium geometry (ωB97M-V/def2-TZVPD, OMol25).

Computed properties:
HOMO level ... -9.84 eV
Relative energy (zero: lowest compared OMol25 entry of this formula, charge and spin) ... 3.166 eV
Structure (SMILES) ... C[C@H]1CN1CC#N

Element x y z (Å)
C 0.160 -1.555 1.597
C 0.233 -0.348 0.692
C 0.529 -0.459 -0.766
N -0.849 -0.165 -0.266
C -1.102 1.230 -0.621
C 0.121 1.717 -1.311
N 1.062 2.152 -1.831
H -0.467 -1.373 2.476
H 1.165 -1.816 1.947
H -0.252 -2.413 1.058
H 0.580 0.566 1.185
H 1.160 0.446 -1.305
H 0.616 -1.428 -1.238
H -1.935 1.288 -1.331
H -1.313 1.888 0.233

---

No. 2
# C5H8N2

An isolated molecule of C5H8N2 in a non-equilibrium geometry (ωB97M-V/def2-TZVPD, OMol25).

Computed properties:
HOMO level ... -9.64 eV
Relative energy (zero: lowest compared OMol25 entry of this formula, charge and spin) ... 1.334 eV
Structure (SMILES) ... C[C@H]1CN[C@H]1C#N

Element x y z (Å)
C -1.528 0.627 0.460
C -0.405 -0.385 0.503
C -0.115 -1.201 -0.773
N 1.327 -0.954 -0.596
C 1.087 0.074 0.429
C 1.376 1.465 0.026
N 1.691 2.538 -0.274
H -1.440 1.276 -0.417
H -2.495 0.111 0.410
H -1.526 1.256 1.356
H -0.516 -1.045 1.367
H -0.558 -0.749 -1.671
H -0.389 -2.264 -0.753
H 1.833 -0.649 -1.419
H 1.656 -0.100 1.352

---

No. 3
# C5H8N2

A cluster of 2 separate species, C5H8N2 in total (ωB97M-V/def2-TZVPD, OMol25).

Computed properties:
HOMO level ... -9.68 eV
Relative energy (zero: lowest compared OMol25 entry of this formula, charge and spin) ... 2.535 eV
Structure (SMILES) ... [H]/N=C\C#N.C=CC

Element x y z (Å)
C -0.790 1.530 -0.009
C -0.652 0.372 0.623
C -1.509 -0.861 0.486
N 0.925 -1.380 -1.129
C 1.496 -0.729 -0.204
C 2.167 0.558 -0.369
N 2.760 1.534 -0.536
H 0.069 0.447 1.425
H -1.668 1.740 -0.604
H -0.044 2.312 0.136
H -1.806 -1.059 -0.553
H -1.018 -1.769 0.858
H -2.414 -0.698 1.074
H 0.916 -0.843 -2.000
H 1.566 -1.154 0.801

---

No. 4
# C5H8N2

A cluster of 3 separate species, C5H8N2 in total in a non-equilibrium geometry (ωB97M-V/def2-TZVPD, OMol25).

Computed properties:
HOMO level ... -9.71 eV
Relative energy (zero: lowest compared OMol25 entry of this formula, charge and spin) ... 3.703 eV
Structure (SMILES) ... [H]/N=C\C.C#C.C#N

Element x y z (Å)
C -1.624 -0.888 0.347
C -1.317 0.345 1.132
C 1.936 -0.354 0.124
C 0.889 1.811 -1.933
C 2.118 -0.936 -0.911
N -0.650 0.445 2.186
N -0.235 1.681 -1.849
H -0.268 -0.466 2.522
H -1.732 1.272 0.748
H 1.781 0.195 0.999
H 1.940 1.939 -1.998
H 2.269 -1.487 -1.785
H -1.026 -1.736 0.692
H -1.395 -0.688 -0.703
H -2.686 -1.133 0.429

---

No. 5
# C5H8N2

An isolated molecule of C5H8N2 in a non-equilibrium geometry (ωB97M-V/def2-TZVPD, OMol25).

Computed properties:
HOMO level ... -7.06 eV
Relative energy (zero: lowest compared OMol25 entry of this formula, charge and spin) ... 5.266 eV

Element x y z (Å)
C 1.952 0.064 0.177
C 0.369 0.248 -1.431
C -0.262 -0.237 0.905
C -0.439 1.220 -2.188
C -1.335 -1.022 1.672
N 1.559 0.407 -1.005
N 0.986 -0.302 1.150
H 2.955 -0.127 0.626
H -0.902 0.524 -2.999
H -1.353 1.445 -1.619
H 0.132 2.171 -2.557
H -2.106 -0.229 1.939
H -1.872 -1.659 0.991
H -1.014 -1.620 2.524
H 1.331 -0.882 1.815

---

No. 6
# C5H8N2

A cluster of 2 separate species, C5H8N2 in total in a non-equilibrium geometry (ωB97M-V/def2-TZVPD, OMol25).

Computed properties:
HOMO level (alpha / beta) ... -9.15 / -9.15 eV
Relative energy (zero: lowest compared OMol25 entry of this formula, charge and spin) ... 3.829 eV

Element x y z (Å)
C 1.809 -0.515 0.261
C 1.286 1.742 -0.395
C 0.847 0.538 0.075
C -0.975 -0.861 1.065
C -0.520 0.331 0.197
N 2.624 -1.269 0.501
N -1.012 -0.341 -1.689
H 0.686 2.542 -0.414
H 2.299 1.906 -0.722
H -0.313 -1.752 0.971
H -1.004 -0.457 2.071
H -2.083 -1.090 0.876
H -1.308 1.024 0.015
H -0.403 -1.104 -1.424
H -1.934 -0.694 -1.389

---

No. 7
# C5H8N2

An isolated molecule of C5H8N2 (ωB97M-V/def2-TZVPD, OMol25).

Computed properties:
HOMO level ... -7.71 eV
Relative energy (zero: lowest compared OMol25 entry of this formula, charge and spin) ... 0.143 eV
Structure (SMILES) ... Cc1c[nH]c(N)c1

Element x y z (Å)
C 1.727 0.881 -1.391
C 0.693 0.118 -0.621
C -0.120 -0.893 -1.069
N -1.063 -1.146 -0.098
C -0.865 -0.304 0.963
N -1.815 -0.248 2.007
C 0.239 0.463 0.687
H 1.326 1.871 -1.637
H 2.643 1.040 -0.812
H 1.992 0.391 -2.332
H -0.116 -1.443 -2.001
H -1.878 -1.728 -0.198
H -1.618 -0.893 2.764
H -1.828 0.689 2.394
H 0.680 1.202 1.344

---

No. 8
# C5H8N2

An isolated molecule of C5H8N2 (ωB97M-V/def2-TZVPD, OMol25).

Computed properties:
HOMO level ... -10.00 eV
Relative energy (zero: lowest compared OMol25 entry of this formula, charge and spin) ... 1.317 eV
Structure (SMILES) ... C[C@@]1(CC#N)CN1

Element x y z (Å)
C -1.221 1.006 -0.479
C -0.183 0.008 -0.039
C 1.173 0.302 -0.644
C 2.240 -0.505 -0.034
N 3.113 -1.113 0.415
C -0.381 -0.662 1.256
N -0.519 -1.423 0.002
H -0.941 1.984 -0.079
H -1.317 1.087 -1.570
H -2.198 0.741 -0.069
H 1.394 1.369 -0.526
H 1.146 0.078 -1.716
H -1.270 -0.393 1.828
H 0.471 -0.925 1.875
H -1.506 -1.554 -0.221

---

No. 9
# C5H8N2

An isolated molecule of C5H8N2 (ωB97M-V/def2-TZVPD, OMol25).

Computed properties:
HOMO level ... -8.71 eV
Relative energy (zero: lowest compared OMol25 entry of this formula, charge and spin) ... 0.154 eV
Structure (SMILES) ... CCn1ccnc1

Element x y z (Å)
C -2.051 0.227 0.348
C -1.012 -0.380 -0.588
N 0.356 -0.067 -0.203
C 1.314 -0.949 0.241
C 2.455 -0.212 0.394
N 2.230 1.100 0.061
C 0.968 1.146 -0.290
H -3.058 0.030 -0.032
H -1.969 -0.197 1.353
H -1.924 1.312 0.421
H -1.170 -0.029 -1.615
H -1.098 -1.471 -0.606
H 1.089 -1.992 0.416
H 3.432 -0.553 0.714
H 0.438 2.035 -0.615

---

No. 10
# C5H8N2

A cluster of 2 separate species, C5H8N2 in total in a non-equilibrium geometry (ωB97M-V/def2-TZVPD, OMol25).

Computed properties:
HOMO level ... -8.38 eV
Relative energy (zero: lowest compared OMol25 entry of this formula, charge and spin) ... 4.986 eV
Structure (SMILES) ... C=C=C=N.C=NC

Element x y z (Å)
C 3.043 0.125 -0.289
C 1.607 -1.494 1.060
C 2.170 -0.718 0.118
C -1.645 -0.223 -1.018
C -0.762 0.718 0.806
N 3.361 0.976 -1.132
N -0.544 0.410 -0.327
H 2.037 -1.717 1.981
H 0.589 -1.908 0.887
H -2.592 -0.392 -0.461
H -1.975 0.469 -1.761
H -1.245 -1.121 -1.470
H 0.007 0.999 1.449
H -1.820 0.500 1.274
H 4.264 1.514 -1.231

---

No. 11
# C5H8N2

An isolated molecule of C5H8N2 in a non-equilibrium geometry (ωB97M-V/def2-TZVPD, OMol25).

Computed properties:
HOMO level ... -8.07 eV
Relative energy (zero: lowest compared OMol25 entry of this formula, charge and spin) ... 2.111 eV
Structure (SMILES) ... Cc1cn(C)cn1

Element x y z (Å)
C 0.510 1.386 -1.424
N -0.072 1.082 -0.125
C -1.400 0.774 0.079
N -1.586 -0.146 0.979
C -0.300 -0.525 1.363
C 0.120 -1.934 0.970
C 0.608 0.311 0.782
H 0.801 0.471 -1.967
H -0.227 1.909 -2.033
H 1.398 2.004 -1.291
H -2.189 1.257 -0.481
H -0.727 -2.611 0.990
H 0.389 -1.837 -0.096
H 0.992 -2.321 1.494
H 1.682 0.180 0.762

---

No. 12
# C5H8N2

An isolated molecule of C5H8N2 in a non-equilibrium geometry (ωB97M-V/def2-TZVPD, OMol25).

Computed properties:
HOMO level ... -8.72 eV
Relative energy (zero: lowest compared OMol25 entry of this formula, charge and spin) ... 2.654 eV

Element x y z (Å)
C 1.091 -0.483 1.047
C 0.220 0.131 -0.032
C -1.232 -0.389 -0.058
C -1.959 0.186 1.079
N -2.465 0.698 1.986
C 0.727 0.924 -2.299
N 0.869 0.036 -1.345
H 0.689 -0.239 2.035
H 1.166 -1.573 0.957
H 2.096 -0.055 0.976
H -1.289 -1.483 -0.015
H -1.727 -0.068 -0.983
H 0.169 1.206 0.153
H -0.116 1.562 -1.939
H 1.631 -0.632 -1.413

---

Which value of relative energy (zero: lowest compared OMol25 entry of this formula, charge and spin) does entry 5 give?
5.266 eV